(1)
A cluster of 2 separate species, C3H4P2 in total at a distorted geometry. Source: the OMol25 dataset; level of theory: ωB97M-V/def2-TZVPD.

Summary:
Kohn-Sham gap (spin up / spin down) = 0.219 / 0.253 Ha
E_HOMO (spin up / spin down) = -7.38 / -8.21 eV
maximum force = 2.82 eV/Å

Geometry (Å):
C -1.2277 -0.6785 0.5773
C -0.5473 0.3630 0.1137
C 0.7935 0.2112 -0.2583
P 2.4125 0.8401 0.0668
P 1.8847 -1.1663 -0.0691
H -2.2713 -0.6636 0.6097
H -0.7305 -1.6010 0.7160
H -0.7665 1.4320 0.1320
H 0.4525 1.2632 -1.8880

=====

(2)
A cluster of 2 separate species, C32H39N5 in total at a distorted geometry. Source: the OMol25 dataset; level of theory: ωB97M-V/def2-TZVPD.

Summary:
Kohn-Sham gap = 0.136 Ha
E_HOMO = -5.22 eV
maximum force = 3.19 eV/Å

Geometry (Å):
C 0.1031 3.9253 -2.3206
C 0.9752 2.7691 -2.5673
N 2.0474 2.8034 -3.4006
C 2.6023 1.5619 -3.3560
C 3.7262 1.1562 -4.2327
C 1.8519 0.7816 -2.4236
N 0.8277 1.5408 -1.9763
H -0.7857 3.5986 -1.7669
H 0.6416 4.6834 -1.7347
H -0.2009 4.3659 -3.2782
H 3.8504 0.0693 -4.2160
H 3.5332 1.4697 -5.2672
H 4.6739 1.6138 -3.9176
H 2.0698 -0.2435 -2.1409
C -6.4669 -2.2082 -4.0043
N -5.5585 -1.0965 -4.1740
C -5.8431 -0.2945 -5.3461
C -4.5046 -0.8910 -3.3420
C -3.5108 0.0939 -3.6179
C -2.4685 0.3104 -2.7398
C -2.3125 -0.4976 -1.5814
C -1.2025 -0.2678 -0.7115
C -0.8844 -1.0025 0.4064
C 0.1911 -0.6827 1.2886
C 0.7519 -1.7581 2.0929
C 0.5194 -3.1317 1.7624
C 1.0045 -4.1664 2.5456
C 1.8235 -3.8962 3.6767
N 2.3121 -4.9099 4.4516
C 3.5254 -4.8033 5.2412
C 1.6332 -6.1791 4.6236
C 2.0974 -2.5390 3.9872
C 1.4994 -1.5169 3.2780
C 0.6780 0.6880 1.3891
C -0.1339 1.8068 1.0562
C 0.3180 3.1140 1.1783
C 1.5624 3.3938 1.7969
N 1.9772 4.6846 2.0307
C 2.6078 5.0768 3.2766
C 1.8825 5.7310 1.0248
C 2.3689 2.2948 2.1843
C 1.9879 1.0021 1.8713
C -3.2937 -1.4913 -1.3152
C -4.3804 -1.6622 -2.1455
H -6.7327 -2.3701 -2.9570
H -7.3838 -1.9566 -4.5441
H -6.0623 -3.1512 -4.4151
H -5.1851 0.5661 -5.4166
H -5.7377 -0.8957 -6.2603
H -6.8876 0.0478 -5.2704
H -3.5575 0.6835 -4.5356
H -1.7321 1.1043 -2.9349
H -0.5395 0.5471 -1.0060
H -1.4333 -1.9320 0.6012
H -0.0510 -3.3928 0.8653
H 0.8016 -5.2045 2.2745
H 4.1114 -3.9161 4.9877
H 3.2990 -4.7865 6.3192
H 4.1449 -5.6914 5.0557
H 0.6528 -6.1705 4.1465
H 2.2426 -6.9886 4.1969
H 1.5045 -6.3836 5.6976
H 2.7242 -2.3062 4.8431
H 1.6096 -0.4995 3.6418
H -1.1637 1.6543 0.7282
H -0.3144 3.9529 0.8829
H 2.4075 4.3316 4.0543
H 3.6979 5.1868 3.1721
H 2.2058 6.0449 3.6081
H 1.4217 5.3550 0.1029
H 1.2884 6.5779 1.4035
H 2.8865 6.1138 0.7716
H 3.3242 2.4919 2.6734
H 2.7049 0.2008 2.0448
H -3.1881 -2.1218 -0.4359
H -5.1555 -2.3883 -1.8815

=====

(3)
A cluster of 9 separate species, C30H81N3O12 in total at a distorted geometry. Source: the OMol25 dataset; level of theory: ωB97M-V/def2-TZVPD.

Summary:
structure (SMILES) = COCCNCCOC.COCCNCCOC.COCCNCCOC.CCO.CCO.CCO.CCO.CCO.CCO
Kohn-Sham gap = 0.324 Ha
E_HOMO = -8.47 eV
maximum force = 1.74 eV/Å

Geometry (Å):
C 0.8701 0.3336 -4.5655
O 1.6088 0.2266 -3.3700
C 1.0946 1.0256 -2.3276
C 2.1835 1.3384 -1.3332
N 3.1575 2.3566 -1.7336
C 4.2193 1.9410 -2.6552
C 5.1931 1.0341 -1.9377
O 6.2394 0.6761 -2.8153
C 7.3624 0.1993 -2.1267
H 1.0673 1.2855 -5.0737
H -0.2094 0.2553 -4.3855
H 1.1608 -0.4876 -5.2180
H 0.2705 0.5020 -1.8177
H 0.6671 1.9640 -2.7143
H 2.7135 0.4232 -1.0732
H 1.7058 1.7062 -0.4182
H 2.6387 3.1316 -2.1275
H 4.7649 2.8408 -2.9513
H 3.8568 1.4744 -3.5783
H 4.7148 0.1160 -1.5678
H 5.5921 1.5738 -1.0665
H 7.8350 0.9919 -1.5265
H 8.0781 -0.1712 -2.8565
H 7.1052 -0.6159 -1.4345
C -7.4998 -9.5006 -3.1603
O -6.2067 -8.9944 -3.3905
C -5.1972 -9.9558 -3.1458
C -3.8663 -9.3295 -3.4640
N -3.6190 -8.1906 -2.6068
C -2.3420 -7.5328 -2.8551
C -2.1696 -6.3784 -1.8976
O -0.8174 -5.9628 -1.9423
C -0.6185 -4.7554 -1.2613
H -7.7501 -10.2914 -3.8807
H -8.2003 -8.6797 -3.2909
H -7.5951 -9.9155 -2.1502
H -5.3503 -10.8129 -3.8193
H -5.2406 -10.2983 -2.1060
H -3.8398 -9.0875 -4.5384
H -3.1037 -10.0940 -3.2774
H -4.3842 -7.5342 -2.7103
H -2.2594 -7.1727 -3.8905
H -1.5310 -8.2417 -2.6731
H -2.4485 -6.6926 -0.8879
H -2.8068 -5.5421 -2.2261
H -1.1334 -4.6595 -0.2982
H -0.9360 -3.9195 -1.9037
H 0.4446 -4.6021 -1.0762
C 1.8044 10.6384 2.5533
O 0.7401 9.9747 1.9147
C -0.3832 9.7977 2.7647
C -1.2891 8.7619 2.1588
N -0.8452 7.4134 2.4633
C -1.8798 6.4026 2.2898
C -1.2948 5.0264 2.4578
O -0.3638 4.8255 1.4081
C 0.3140 3.5951 1.5385
H 2.0409 10.1654 3.5135
H 1.5701 11.6967 2.7286
H 2.6696 10.5779 1.8965
H -0.9150 10.7557 2.8622
H -0.0538 9.4499 3.7492
H -1.3614 8.9293 1.0760
H -2.2758 8.8920 2.6108
H -0.0350 7.1443 1.9208
H -2.3277 6.4411 1.2818
H -2.6778 6.5699 3.0165
H -2.0856 4.2664 2.3872
H -0.7880 4.9452 3.4273
H -0.3815 2.7793 1.7584
H 1.0874 3.6669 2.3117
H 0.8196 3.3945 0.5938
C 0.9205 0.9392 4.3493
C 1.5807 2.1078 5.0285
O 0.6072 2.7527 5.8370
H 0.4333 0.2732 5.0622
H 1.5937 0.3460 3.7336
H 0.1400 1.3545 3.7062
H 1.9802 2.7840 4.2577
H 2.4603 1.8100 5.6122
H 1.0445 3.3286 6.4705
C 1.5525 -4.3102 2.7497
C 1.7551 -5.4247 1.7621
O 2.9205 -6.1552 2.1652
H 0.6416 -3.7668 2.4854
H 2.3870 -3.6116 2.7250
H 1.4064 -4.7271 3.7448
H 1.9428 -5.0493 0.7514
H 0.8743 -6.0751 1.7593
H 2.9943 -6.9284 1.5993
C 0.7240 -1.2729 0.7844
C -0.4931 -0.4094 0.9134
O -1.0819 -0.1484 -0.3590
H 0.4811 -2.1984 0.2580
H 1.2728 -1.5305 1.6885
H 1.4521 -0.7247 0.1752
H -0.2909 0.5332 1.4333
H -1.3040 -0.8979 1.4736
H -2.0439 -0.1647 -0.2885
C -1.9394 3.2680 -1.4451
C -2.5615 4.5995 -1.1234
O -3.5795 4.8809 -2.0894
H -1.4255 3.2612 -2.4104
H -2.6467 2.4383 -1.4559
H -1.1659 3.0317 -0.7106
H -1.8116 5.3946 -1.1902
H -2.9563 4.5859 -0.1026
H -4.0736 5.6475 -1.7873
C 4.0661 0.0096 1.8369
C 5.5175 0.3779 1.6919
O 6.2568 -0.0944 2.8238
H 3.9528 -1.0710 1.9652
H 3.5181 0.2317 0.9186
H 3.5834 0.5176 2.6696
H 5.5955 1.4677 1.6197
H 5.9210 -0.0675 0.7794
H 7.0508 0.4369 2.9148
C -3.5338 -2.3312 -1.0265
C -4.5568 -1.2552 -0.7370
O -3.9089 -0.1723 -0.0598
H -3.1245 -2.7091 -0.0877
H -2.7182 -1.9233 -1.6227
H -3.9990 -3.1669 -1.5484
H -5.3696 -1.6610 -0.1256
H -5.0182 -0.8840 -1.6576
H -4.5315 0.2652 0.5257

=====

(4)
A cluster of 18 separate species, H34O21P in total at a distorted geometry. Source: the OMol25 dataset; level of theory: ωB97M-V/def2-TZVPD.

Summary:
Kohn-Sham gap = 0.301 Ha
total charge = -3
E_HOMO = -1.06 eV
maximum force = 2.88 eV/Å

Geometry (Å):
P 0.0537 -0.1252 -0.0410
O 1.2163 -0.9062 0.5268
O -1.2522 -0.5811 0.7013
O -0.0101 -0.6124 -1.5315
O 0.2420 1.4058 0.0543
O 3.0473 -1.0255 2.5506
H 2.4284 -0.8499 1.8418
H 2.7002 -0.5389 3.2983
O 2.5859 -2.8696 0.1053
H 1.8331 -2.2834 0.0292
H 3.0787 -2.5316 0.8530
O 0.3463 -3.1664 1.6060
H 1.2464 -2.9900 1.8798
H 0.0936 -2.3940 1.1002
O 2.7505 -0.0515 -1.8221
H 2.2301 0.1197 -2.6070
H 2.1038 -0.2316 -1.1398
O -1.7851 -2.8570 -0.4834
H -1.5345 -2.8492 -1.4072
H -1.3158 -2.1154 -0.1011
O 0.5920 0.2368 3.0470
H 0.3814 -0.1805 2.2116
H 0.7985 1.1428 2.8174
O -1.4406 3.0183 1.1367
H -0.7956 2.3895 0.8130
H -2.1359 2.4776 1.5113
O -1.9859 1.4798 -1.5415
H -1.3377 0.7808 -1.6275
H -1.7052 1.9740 -0.7713
O -2.0298 -1.2959 -2.9582
H -2.7202 -1.2517 -2.2967
H -1.2337 -1.0411 -2.4917
O 1.2069 4.4525 0.6041
H 0.4115 3.9333 0.4862
H 1.8862 3.8088 0.8052
O -3.6164 -0.6433 -0.8764
H -2.9350 -1.0732 -0.3596
H -3.3535 0.2767 -0.9023
O 0.3495 1.1999 -3.6441
H 0.2564 1.9005 -2.9985
H 0.3274 0.3938 -3.1283
O 0.7503 2.9670 -1.6798
H 0.6286 2.2968 -1.0074
H 0.8810 3.7784 -1.1891
O 2.5940 2.0434 1.2902
H 1.9498 1.5253 0.8077
H 3.4391 1.6728 1.0359
O 0.9272 -2.6852 -2.5544
H 1.8677 -2.7844 -2.4067
H 0.6970 -1.8749 -2.1000
O -2.9248 0.8591 1.9854
H -3.8181 0.5941 1.7663
H -2.3680 0.2558 1.4931
O -2.1427 -1.8457 2.6856
H -1.2115 -2.0674 2.6872
H -2.2488 -1.2604 1.9357

=====

(5)
A structure of composition C13H29Br2Cl7NO11PS2 at a distorted geometry. Source: the OMol25 dataset; level of theory: ωB97M-V/def2-TZVPD.

Summary:
Kohn-Sham gap = 0.061 Ha
total charge = -2
E_HOMO = -0.31 eV
maximum force = 2.62 eV/Å

Geometry (Å):
P -0.5411 -1.1320 1.0881
Cl -2.5971 -1.1127 0.9904
H 0.0158 -1.7659 2.3186
H -0.0641 -1.8661 -0.1651
H -0.1764 0.2356 1.0030
C -3.5339 -0.5899 5.3619
Cl -4.6741 -1.2933 6.5427
Cl -1.8643 -0.7086 5.9181
H -3.6209 -1.1364 4.4261
H -3.7994 0.4520 5.2111
O 3.3532 -2.2203 -1.2535
C 3.3624 -1.4801 -2.1853
O 4.5507 -1.1551 -2.8143
C 4.3204 -0.1741 -3.8206
C 2.8510 -0.2908 -4.1677
C 2.2041 -0.7240 -2.8417
H 4.5644 0.8135 -3.4076
H 4.9703 -0.3701 -4.6751
H 2.4417 0.6368 -4.5703
H 2.7067 -1.0767 -4.9122
H 1.9421 0.1336 -2.2202
H 1.2640 -1.3821 -3.0138
Cl -4.8837 -6.5698 3.7448
C -3.6072 -5.9812 4.8459
C -3.0539 -4.6401 4.4328
Cl -2.1203 -4.7165 2.9355
H -2.8253 -6.7362 4.8832
H -4.0601 -5.9028 5.8350
H -2.3782 -4.2694 5.2054
H -3.8488 -3.9087 4.2968
Cl 0.3103 -2.3875 -1.7626
Br 4.2015 3.0799 -7.7600
C 3.1740 4.0904 -6.4501
C 4.0360 4.5402 -5.3006
Br 4.4075 3.0732 -4.0807
H 2.3497 3.4562 -6.1370
H 2.7836 4.9480 -6.9941
H 3.5130 5.2855 -4.7036
H 4.9938 4.9413 -5.6181
O -0.5025 2.5725 1.9575
H -1.1471 1.8326 1.7431
H -0.3744 2.6679 2.9433
H -0.7893 3.4505 1.5355
C -2.1867 5.1333 -2.0060
C -1.4802 6.2986 -2.6639
O -0.2780 5.7348 -3.1971
S -0.5558 4.2127 -3.6452
O -0.8120 4.1913 -5.0405
O 0.4248 3.3899 -3.0481
O -1.9461 4.0247 -2.8769
H -1.7538 4.9030 -1.0292
H -3.2549 5.3022 -1.8960
H -1.2485 7.0969 -1.9634
H -2.0652 6.7013 -3.4947
Cl -1.2587 -2.0672 3.5181
O -2.1047 -4.0704 -1.2947
S -2.1533 -5.1156 -2.3625
O -1.3806 -6.2935 -1.9401
O -1.5755 -4.5499 -3.5979
O -3.5668 -5.4842 -2.5929
C 1.8874 -2.0527 8.6195
C 0.9253 -1.6740 7.5962
N 0.1642 -1.3753 6.7909
H 2.4965 -2.8939 8.2908
H 2.5580 -1.2262 8.8513
H 1.3862 -2.3444 9.5418